1.
17
Properties=species:S:1:pos:R:3:lowdin_charge:R:1 method="wB97M-V/def2-TZVPD" relative_energy_kcal_mol=29.0 e_lumo_ev=0.85 homo_energy_ev=-8.38 e_tot_ev=-16650.5370 homo_lumo_gap_ha=0.339
C -0.31628 -1.97826 -0.87634 -0.45
S 1.12657 -2.28786 -1.93769 0.71
C 1.81593 -0.59806 -1.79963 -0.46
H -0.89951 -1.14257 -1.26094 0.03
H -0.93357 -2.86328 -1.08443 0.02
H -0.16420 -2.07289 0.20602 0.03
H 2.74218 -0.64486 -2.38122 0.01
H 1.96436 -0.30994 -0.75777 0.02
H 1.20132 0.29749 -2.23325 0.07
C -1.80022 1.68252 0.81409 -0.04
C -0.61269 1.77898 1.41854 -0.33
N -0.11044 1.05361 2.47686 0.04
H -2.52454 0.95850 1.14162 0.04
H -2.05097 2.36379 0.00823 0.04
H 0.13200 2.46590 0.99791 0.10
H -0.43544 0.10931 2.58764 0.08
H 0.86551 1.18763 2.68035 0.08



2.
57
Properties=species:S:1:pos:R:3:lowdin_charge:R:1 method="wB97M-V/def2-TZVPD" relative_energy_kcal_mol=5.3 e_lumo_ev="-8.78 / -8.92" homo_energy_ev="-14.74 / -14.74" charge=+2 e_tot_ev=-69950.8258 homo_lumo_gap_ha="0.219 / 0.214"
V -13.67364 -1.35472 9.65827 1.16
C -11.85438 -1.54167 5.93258 0.03
C -12.74511 -2.52621 5.26948 0.05
C -13.73294 -3.09961 6.03449 0.03
C -13.95324 -2.63421 7.38494 -0.12
C -13.02003 -1.71232 7.97063 -0.18
C -11.98700 -1.19994 7.26034 -0.07
C -15.02236 -3.18350 8.16593 -0.13
C -15.92064 -4.21732 7.76344 0.07
C -16.83519 -4.70016 8.70912 0.12
C -16.80897 -4.12842 10.04039 -0.09
C -17.84196 -4.39545 10.97842 0.00
C -17.82474 -3.80712 12.20129 -0.05
C -16.90338 -2.83529 12.59626 -0.02
C -16.04608 -2.36377 11.64141 -0.01
C -16.05849 -2.91625 10.31466 -0.15
N -15.20789 -2.41839 9.33360 0.02
H -11.00399 -1.20195 5.40399 0.11
H -12.52672 -2.84336 4.25919 0.13
H -14.32126 -4.00106 5.74894 0.14
H -11.17049 -0.57789 7.72107 0.14
H -15.93548 -4.68477 6.84056 0.10
H -17.49403 -5.51711 8.54825 0.13
H -18.59667 -5.11108 10.72077 0.13
H -18.45101 -4.26102 13.01945 0.15
H -16.79814 -2.55441 13.65621 0.14
H -15.38742 -1.55703 11.92507 0.11
F -9.18200 3.07549 11.53414 0.10
C -10.26156 2.38001 11.07967 -0.18
C -10.46169 2.39498 9.72751 0.03
C -11.53475 1.69371 9.17250 0.00
C -12.52463 1.12260 10.02322 -0.27
C -13.86415 0.63820 9.53589 -0.08
C -12.27852 1.12125 11.42416 -0.06
C -11.14769 1.64751 11.94953 0.05
H -9.73892 2.91214 9.10366 0.14
H -11.71673 1.71015 8.10526 0.12
H -14.02119 0.86597 8.48683 0.10
H -14.66098 0.96371 10.19353 0.11
H -12.95765 0.58716 12.09673 0.12
H -11.13981 1.66537 13.05323 0.13
O -12.97430 -4.44709 10.71694 0.13
C -12.65719 -3.44175 11.34452 -0.48
O -12.56517 -2.20918 10.85110 -0.12
C -12.25737 -3.34710 12.78052 -0.12
C -11.93287 -4.51975 13.45304 0.03
C -11.39864 -4.46849 14.77898 -0.01
C -11.06253 -3.23886 15.33596 0.05
C -11.54044 -2.08437 14.68753 -0.11
C -11.95575 -2.11579 13.36278 0.06
N -11.44643 -0.74655 15.23233 -0.30
O -12.05862 0.13348 14.56298 0.01
O -11.08486 -0.60632 16.38650 0.14
H -12.02058 -5.48295 12.92225 0.14
H -11.41141 -5.43054 15.33024 0.13
H -10.52924 -3.18787 16.24420 0.12
H -12.01881 -1.22048 12.81918 0.08



3.
190
Properties=species:S:1:pos:R:3:lowdin_charge:R:1 method="wB97M-V/def2-TZVPD" relative_energy_kcal_mol=0.0 e_lumo_ev="0.53 / 0.54" homo_energy_ev="-7.64 / -7.67" s2=12.014 e_tot_ev=-168670.2823 homo_lumo_gap_ha="0.300 / 0.302" multiplicity=7
Co -9.39712 -20.41149 27.17386 0.92
Co -12.34981 -21.82570 27.21581 0.88
C -11.03337 -20.83236 25.20877 -0.80
O -9.78226 -20.69271 25.14441 -0.06
O -11.59738 -21.96460 25.33372 -0.07
O -11.30783 -20.30583 26.25348 -0.11
C -10.88450 -21.10536 29.28470 -0.87
O -10.02459 -20.23003 29.15413 -0.06
O -12.10218 -20.97205 29.10825 -0.04
O -10.53974 -21.84767 28.35862 -0.12
C -15.20393 -21.02615 25.82080 -0.04
C -15.26418 -22.54718 25.81157 -0.46
C -14.90347 -23.10426 24.33304 -0.08
C -14.62988 -24.60549 24.37405 -0.22
C -13.52814 -24.98916 25.31342 -0.15
C -13.87205 -24.54626 26.76666 -0.44
N -14.18748 -23.05683 26.73955 -0.10
O -14.24494 -22.52951 28.02047 -0.03
C -15.00370 -25.45302 27.22490 -0.02
C -12.57628 -24.90435 27.51456 -0.03
C -16.71260 -22.85817 26.04774 -0.05
H -15.48310 -20.55136 26.76141 0.09
H -15.85266 -20.63481 25.03715 0.10
H -14.19823 -20.67459 25.59040 0.08
H -15.78620 -23.03344 23.69753 0.12
H -13.99392 -22.62572 23.96996 0.12
H -14.34847 -24.85315 23.35053 0.12
H -15.48259 -25.25916 24.55758 0.11
H -12.66952 -24.48970 24.86462 0.12
H -13.52650 -26.06210 25.12138 0.13
H -15.04102 -25.50100 28.31320 0.08
H -15.97765 -25.11466 26.87127 0.06
H -15.06632 -26.47080 26.83978 0.10
H -11.62784 -24.76370 26.99611 0.10
H -12.60624 -24.31192 28.42902 0.05
H -12.55356 -25.92580 27.89431 0.10
H -16.94403 -22.75222 27.10761 0.09
H -17.08671 -23.81508 25.68378 0.08
H -17.29193 -22.10160 25.51853 0.09
H -15.05746 -22.80190 28.45313 0.12
C -10.27177 -15.51425 30.02367 -0.04
C -11.59213 -16.26065 29.84136 -0.43
C -12.72153 -15.35857 30.40380 -0.15
C -14.07099 -15.75678 29.81647 -0.20
C -14.09604 -15.58450 28.29331 -0.15
C -13.07047 -16.54929 27.64638 -0.47
N -11.75212 -16.47289 28.36605 -0.07
O -10.90456 -17.52518 27.94264 -0.02
C -13.64789 -17.98757 27.69370 -0.02
C -12.96167 -16.07069 26.19044 -0.04
C -11.74288 -17.58627 30.76041 0.00
H -10.28099 -14.63136 29.38452 0.08
H -9.49373 -16.11736 29.55568 0.05
H -9.88451 -15.20504 30.99451 0.08
H -12.81011 -15.38801 31.48980 0.12
H -12.60680 -14.31783 30.10081 0.12
H -14.78308 -14.97624 30.08437 0.10
H -14.52464 -16.66762 30.20719 0.11
H -13.94135 -14.53682 28.03535 0.12
H -15.12787 -15.73894 27.97774 0.11
H -13.41417 -18.47364 28.64091 0.07
H -14.72120 -18.09082 27.53419 0.08
H -13.08473 -18.57527 26.96874 0.06
H -12.29021 -16.67494 25.58042 0.08
H -13.99230 -16.05874 25.83581 0.08
H -12.57045 -15.06388 26.04423 0.08
H -12.71014 -18.07712 30.65293 0.07
H -11.72161 -17.29933 31.81175 0.07
H -10.94637 -18.29681 30.53946 0.05
H -10.99871 -18.13963 28.67421 0.04
C -13.99069 -21.42135 33.64330 -0.03
C -12.75147 -22.22185 33.28860 -0.49
C -12.23441 -22.95309 34.56309 -0.14
C -11.29185 -24.12710 34.45142 -0.20
C -11.91738 -25.10291 33.47736 -0.15
C -12.28878 -24.49258 32.11853 -0.44
N -13.07696 -23.20706 32.29844 -0.09
O -13.59973 -22.56984 31.12939 -0.01
C -10.95780 -24.24744 31.30251 0.00
C -13.16575 -25.47646 31.32374 -0.04
C -11.61642 -21.22292 32.87082 -0.02
H -14.87439 -21.59308 33.02874 0.08
H -13.77657 -20.38242 33.39253 0.07
H -14.32245 -21.37388 34.68050 0.08
H -11.52277 -22.37329 35.15088 0.11
H -13.08552 -23.23282 35.18395 0.12
H -11.34748 -24.63196 35.41585 0.12
H -10.27680 -23.86500 34.15296 0.10
H -12.81124 -25.56812 33.89291 0.12
H -11.10678 -25.82518 33.38052 0.12
H -10.51162 -25.17144 30.93478 0.09
H -11.25018 -23.77943 30.36252 0.05
H -10.30540 -23.50408 31.76064 0.05
H -14.19710 -25.60735 31.65127 0.09
H -13.25045 -25.24110 30.26283 0.04
H -12.71354 -26.46805 31.30525 0.08
H -11.58890 -20.85669 31.84456 0.07
H -10.66869 -21.73376 33.04098 0.05
H -11.43680 -20.44712 33.61512 0.08
H -12.81693 -22.22871 30.69071 0.04
C -2.92910 -18.25470 28.78050 -0.04
C -3.69689 -17.18883 29.62877 -0.44
C -2.82278 -15.87848 29.43208 -0.11
C -3.55419 -14.55459 29.87744 -0.20
C -4.87331 -14.39439 29.20262 -0.14
C -5.85299 -15.69264 29.33220 -0.42
N -5.13394 -16.99506 29.15474 -0.08
O -5.89878 -18.10171 29.31592 -0.03
C -6.43885 -15.45169 30.71603 -0.07
C -7.05990 -15.47828 28.39247 -0.03
C -3.61607 -17.62525 31.07215 -0.04
H -3.39792 -19.23845 28.80353 0.06
H -2.82849 -17.94313 27.74084 0.08
H -1.92049 -18.43936 29.15023 0.09
H -1.92494 -15.92630 30.04828 0.11
H -2.44577 -15.72191 28.42141 0.11
H -3.69826 -14.59192 30.95723 0.10
H -2.90643 -13.71352 29.63024 0.11
H -4.62351 -14.28932 28.14684 0.11
H -5.25118 -13.44230 29.57521 0.12
H -5.66179 -15.38523 31.47752 0.06
H -7.15299 -16.19906 31.06176 0.07
H -6.87776 -14.47086 30.89886 0.09
H -7.83405 -14.79526 28.74210 0.08
H -7.51988 -16.46287 28.30815 0.07
H -6.63019 -15.15875 27.44307 0.08
H -4.27086 -17.04604 31.72319 0.07
H -3.97711 -18.65231 31.12600 0.06
H -2.61612 -17.50894 31.49010 0.09
H -6.08170 -18.12368 30.25807 0.07
C -7.33992 -22.36983 27.14460 -0.02
C -6.52526 -21.22305 26.52540 -0.46
C -6.28711 -21.70009 25.08789 -0.15
C -5.80174 -20.74755 24.00773 -0.16
C -6.77016 -19.56725 24.01054 -0.12
C -6.87684 -18.89660 25.44664 -0.44
N -7.23026 -19.92583 26.39537 -0.14
O -7.60897 -19.43650 27.60184 -0.02
C -5.58052 -18.14075 25.83616 0.00
C -7.99008 -17.82465 25.25844 0.00
C -5.21256 -21.06054 27.27352 -0.02
H -6.87097 -23.33340 26.94531 0.10
H -8.24809 -22.56573 26.57454 0.08
H -7.67637 -22.31877 28.18011 0.07
H -5.67052 -22.59690 25.02743 0.12
H -7.21769 -22.10830 24.69358 0.12
H -5.73023 -21.33910 23.09500 0.12
H -4.82292 -20.37893 24.31453 0.10
H -7.72282 -19.88953 23.59022 0.11
H -6.51161 -18.78458 23.29731 0.11
H -5.78401 -17.12552 26.17672 0.07
H -5.09545 -18.55020 26.72224 0.04
H -4.81703 -18.17057 25.05879 0.09
H -7.95037 -17.11737 26.08686 0.06
H -7.96410 -17.32809 24.28846 0.10
H -8.94360 -18.30480 25.47831 0.07
H -4.43680 -20.50004 26.75186 0.08
H -4.74501 -22.04128 27.36086 0.09
H -5.37064 -20.58698 28.24246 0.07
H -6.83712 -19.12530 28.08040 0.07
C -5.66630 -20.91294 32.10958 -0.05
C -7.14797 -21.09045 32.25809 -0.44
C -7.28973 -21.86488 33.61578 -0.13
C -7.07088 -20.94274 34.81644 -0.17
C -8.05203 -19.71507 34.80972 -0.12
C -7.93131 -18.89564 33.54443 -0.46
N -7.86473 -19.74173 32.31589 -0.11
O -7.95244 -19.02928 31.14952 -0.01
C -9.24479 -18.08328 33.40947 -0.03
C -6.64551 -18.03682 33.69747 -0.02
C -7.66583 -21.92513 31.05077 -0.01
H -5.16435 -20.55768 33.00954 0.07
H -5.43536 -20.10086 31.42016 0.06
H -5.14944 -21.81005 31.76876 0.09
H -8.26695 -22.34755 33.62890 0.09
H -6.59822 -22.70740 33.60818 0.12
H -6.00329 -20.73737 34.89507 0.10
H -7.28674 -21.43971 35.76223 0.10
H -7.69598 -19.09642 35.63349 0.12
H -9.05326 -20.11623 34.96691 0.11
H -9.31091 -17.20133 32.77237 0.06
H -10.09717 -18.64316 33.02464 0.05
H -9.60456 -17.67135 34.35234 0.09
H -6.75556 -17.32873 34.51881 0.08
H -5.71588 -18.49593 34.03376 0.07
H -6.34824 -17.48427 32.80616 0.05
H -7.04809 -22.78345 30.78658 0.09
H -7.51357 -21.35112 30.13675 0.06
H -8.72450 -22.17241 31.12932 0.06
H -8.85989 -19.20796 30.89219 0.07



4.
66
Properties=species:S:1:pos:R:3:lowdin_charge:R:1 method="wB97M-V/def2-TZVPD" relative_energy_kcal_mol=41.9 e_lumo_ev=-8.00 homo_energy_ev=-11.74 charge=+1 e_tot_ev=-50158.0133 homo_lumo_gap_ha=0.138
Al 0.49599 0.34723 0.10341 1.29
N 1.19802 4.21808 0.66511 -0.60
O 1.76186 4.18654 -0.42131 0.11
O 0.73217 5.23595 1.11061 0.16
O 1.06856 3.09166 1.13513 0.01
N -1.30521 3.62549 -1.34032 -0.60
O -0.82304 4.24181 -2.24884 0.16
O -1.06129 2.39576 -1.34248 0.00
O -1.88473 4.25546 -0.49746 0.13
C 3.78194 1.45803 -3.80846 -0.08
C 3.30599 0.90029 -2.51062 -0.29
O 2.05716 1.53820 -2.15910 -0.14
H 4.51562 0.76429 -4.21900 0.09
H 4.35080 2.35766 -3.57357 0.09
H 2.97660 1.57950 -4.53286 0.09
H 4.05037 1.23781 -1.78947 0.12
H 3.17894 -0.17944 -2.43221 0.11
H 2.24127 2.48022 -2.17679 0.07
C -1.37374 0.41084 -3.37663 -0.04
O -1.18582 -0.51845 -2.25927 -0.29
C -2.27675 -1.35292 -1.97234 -0.22
C -2.88921 -0.86498 -0.69748 -0.16
N -1.99580 -1.27302 0.44051 -0.07
C -2.69864 -1.13420 1.70837 -0.16
C -3.03590 0.41577 2.06028 -0.14
O -1.79435 1.18782 1.88238 -0.27
C -1.94470 2.61070 2.30434 -0.06
H -2.41481 0.72954 -3.32480 0.10
H -1.44167 -0.25610 -4.23609 0.09
H -0.53345 1.09917 -3.46724 0.09
H -1.89733 -2.35587 -1.77682 0.12
H -2.96200 -1.53543 -2.80012 0.14
H -3.78536 -1.46633 -0.54459 0.13
H -3.19716 0.17972 -0.65404 0.13
H -2.02822 -2.28175 0.40168 0.10
H -2.03512 -1.44491 2.51541 0.10
H -3.55538 -1.80757 1.68244 0.12
H -3.46611 0.59195 3.04618 0.12
H -3.86231 0.72833 1.42196 0.11
H -1.79772 2.76971 3.37262 0.08
H -2.95670 2.96720 2.11241 0.09
H -1.32218 3.34316 1.79045 0.05
C 0.96657 -2.39414 -2.90639 -0.06
O 0.99142 -2.14146 -1.45051 -0.28
C 1.18166 -3.36001 -0.67184 -0.19
C 1.67332 -3.25729 0.75457 -0.20
N 0.79134 -2.39323 1.57995 -0.04
C 1.54370 -2.25856 2.86682 -0.17
C 0.93268 -1.11951 3.73090 -0.18
O 0.72715 0.12468 3.00555 -0.27
C 0.57639 1.17516 3.98226 -0.09
H 1.80140 -3.04445 -3.16769 0.08
H 1.15404 -1.50014 -3.50114 0.09
H 0.12837 -3.00289 -3.24541 0.09
H 1.80077 -4.01444 -1.28544 0.13
H 0.16566 -3.75105 -0.61738 0.12
H 2.75163 -3.09807 0.75438 0.13
H 1.68733 -4.23023 1.24579 0.13
H -0.00316 -2.98486 1.77704 0.11
H 2.60657 -2.04330 2.75698 0.12
H 1.42505 -3.17588 3.44350 0.13
H 1.54981 -0.92215 4.60742 0.13
H -0.03550 -1.55900 3.97084 0.12
H 0.66000 2.20434 3.63311 0.08
H 1.20587 1.14729 4.87169 0.10
H -0.47263 1.12225 4.27355 0.08